DFT (the ωB97M-V functional and the def2-TZVPD basis) results for a single C4H11N3O molecule.

Output
total charge = 0
HOMO level = -0.305 Ha
HOMO-LUMO gap = 8.960 eV
lowest unoccupied orbital energy = 0.6720 eV
M = 117.15 g mol⁻¹
largest force on an atom = 3.01 eV/Å

Each atom is followed by the atoms it is bonded to, with distances in Å.
Positions of all 19 atoms, in Å:
1 C -1.68 -1.20 -1.31  C2 1.500, H10 1.088, H11 1.089, H12 1.089
2 C -0.83 -0.14 -0.68  C1 1.500, N4 1.337, N5 1.318
3 N -0.22 -1.61 1.04  N5 1.393, H6 1.017, H7 1.027
4 N -0.92 1.15 -1.04  C2 1.337, H8 1.161, H9 1.010
5 N -0.05 -0.42 0.35  C2 1.318, N3 1.393, C14 1.704
6 H 0.50 -2.27 0.76  N3 1.017
7 H -0.05 -1.37 2.02  N3 1.027
8 H -0.55 1.80 -0.15  N4 1.161
9 H -1.65 1.37 -1.71  N4 1.010
10 H -2.27 -0.79 -2.12  C1 1.088
11 H -2.34 -1.63 -0.56  C1 1.089
12 H -1.05 -2.01 -1.68  C1 1.089
13 C 2.06 1.03 0.29  C14 1.524, H17 1.090, H18 1.091, H19 1.088
14 C 0.89 0.72 1.20  N5 1.704, C13 1.524, O15 1.227, H16 1.334
15 O 1.03 0.30 2.35  C14 1.227
16 H 0.07 1.74 0.95  C14 1.334
17 H 2.59 1.89 0.71  C13 1.090
18 H 2.74 0.17 0.29  C13 1.091
19 H 1.72 1.27 -0.71  C13 1.088